The ion C4H11N2S with charge +1 at a distorted geometry. Source: the OMol25 dataset; level of theory: the ωB97M-V functional and the def2-TZVPD basis.

Computed properties:
* charge: +1
* 2S+1: 1
* HOMO-LUMO gap: 10.82 eV
* energy relative to the best compared isomer or geometry (same formula, charge and spin): 30.8 kcal/mol
* total energy: -666.418891 a.u.

Geometry as XYZ:
```
18
Properties=species:S:1:pos:R:3:forces:R:3
C -0.16552 -0.32322 -0.32802 3.2 -0.4 0.0
C 0.65236 1.57432 1.02531 0.6 -1.0 -0.2
C -1.75812 1.25928 0.36525 1.7 2.0 4.2
C 1.41820 -2.15302 -0.87217 0.4 -0.1 -1.3
N -0.36921 0.84301 0.22957 -0.4 -0.2 1.1
N 1.08698 -0.88142 -0.22195 -0.2 -0.8 0.8
S -1.22570 -1.17033 -1.38666 -1.1 -0.1 -0.1
H 0.29159 1.79604 1.99949 -0.7 0.2 0.7
H 1.53712 0.98136 1.18583 0.1 -0.4 0.0
H 1.07777 2.47265 0.61218 -0.6 0.5 -0.8
H -1.76366 1.98155 1.28755 -0.4 -1.1 -2.1
H -2.00880 1.66825 -0.51462 -1.2 2.4 -2.9
H -2.47562 0.51823 0.52440 -0.6 -1.7 0.8
H 0.68370 -2.12181 -1.69738 1.4 -0.8 -0.4
H 1.17617 -3.06316 -0.30831 0.0 0.4 0.3
H 2.53650 -2.22926 -1.19985 -2.2 0.5 0.4
H 1.61206 -0.79438 0.65009 -0.6 0.7 -0.4
H -2.30584 -0.35810 -1.35071 0.5 0.0 0.0
```
Forces are in eV/Å.